No. 1
The following is a DFT calculation (the ωB97M-V functional and the def2-TZVPD basis) of a molecular structure, C4H7N3O3 at a distorted geometry.

**Kohn-Sham gap**: 10.18 eV

```
17
C4H7N3O3 the ωB97M-V functional and the def2-TZVPD basis
N 1.96070 0.03186 0.66153
C 0.52389 0.44007 0.39663
O 0.38864 1.68524 0.28138
C -0.13237 -0.46820 -0.69348
C 0.03674 -1.90596 -0.46477
N 0.23272 -3.03387 -0.30963
C -1.62998 -0.14598 -0.92992
N -1.90760 1.14523 -1.11980
O -2.44752 -1.05063 -1.03617
H 1.67976 -0.13041 1.91640
H 2.62789 0.57432 0.11581
H 0.38469 -0.22720 -1.63766
H -1.18920 1.83871 -0.90493
H -2.85029 1.41944 -1.35982
H 2.25628 -0.93848 0.57013
O 0.08396 -0.03040 2.01469
H -0.01831 0.79628 2.49960
```



No. 2
The following is a DFT calculation (the ωB97M-V functional and the def2-TZVPD basis) of a molecular structure, C26H57As4N5P2RuS at a distorted geometry.

**Total charge**: +3
**<S²>**: 0.758
**Kohn-Sham gap (alpha / beta)**: 6.05 / 4.83 eV
**Spin multiplicity**: 2

```
96
C26H57As4N5P2RuS the ωB97M-V functional and the def2-TZVPD basis
Ru -1.06593 0.74436 0.37941
C -1.27220 -2.03524 2.88577
P -1.71982 -0.33826 2.42626
C -1.19539 0.62621 3.87424
C -3.53433 -0.27280 2.63336
C -4.02052 1.13404 2.32523
P -3.24875 1.75727 0.78510
C -4.50416 1.37825 -0.47001
C -3.35816 3.55808 0.95755
H -0.19485 -2.10676 2.99916
H -1.59044 -2.76817 2.14980
H -1.75998 -2.25642 3.83743
H -1.62745 0.18055 4.77211
H -1.53901 1.65738 3.79784
H -0.11132 0.59578 3.94896
H -3.76227 -0.55939 3.66245
H -4.00805 -1.01012 1.98939
H -3.78463 1.82852 3.13382
H -5.10417 1.16441 2.19308
H -5.44377 1.84324 -0.16526
H -4.65808 0.30390 -0.55047
H -4.23221 1.77735 -1.44434
H -4.36738 3.78760 1.30525
H -3.20279 4.06082 0.00448
H -2.64184 3.93811 1.68528
C -2.81270 -1.10126 -2.78797
As -2.00302 -1.17751 -1.02184
C -3.35585 -2.29408 -0.17948
C -0.62026 -2.57650 -1.04327
C 0.62054 -2.52620 -1.95212
C 0.22292 -2.35424 -3.41529
C 1.57997 -1.42093 -1.51028
As 0.91000 0.39795 -1.30721
C 0.68674 1.01017 -3.14280
C 2.56670 1.32100 -0.91386
C 1.31174 -3.89394 -1.73817
As 3.07455 -4.53638 -2.44623
C 4.34243 -3.37966 -1.47841
C 3.26848 -3.72429 -4.22138
H -2.85050 -2.13176 -3.13863
H -2.25901 -0.49893 -3.50315
H -3.82709 -0.71463 -2.69583
H -3.50477 -3.16591 -0.81681
H -4.31204 -1.78615 -0.07580
H -3.01572 -2.63181 0.79170
H -1.16016 -3.50650 -1.24172
H -0.30216 -2.60191 0.00563
H -0.30663 -1.41776 -3.58915
H -0.42455 -3.17066 -3.74133
H 1.10022 -2.35373 -4.05623
H 2.39420 -1.33099 -2.23146
H 2.01423 -1.66054 -0.54089
H 1.48718 0.55985 -3.72926
H 0.79444 2.09414 -3.17417
H -0.26747 0.73077 -3.57880
H 3.16861 1.32438 -1.82243
H 3.07928 0.78023 -0.12538
H 2.38509 2.34859 -0.60046
H 0.61342 -4.67169 -2.06095
H 1.45267 -4.04715 -0.66119
H 4.17886 -3.48737 -0.40437
H 4.30411 -2.32931 -1.75831
H 5.34216 -3.75266 -1.70055
H 2.43409 -4.00231 -4.86300
H 4.17179 -4.15667 -4.65117
H 3.38442 -2.63992 -4.20433
N 0.71484 4.28598 2.21028
C 0.46494 2.98234 2.33815
N -0.09729 2.54582 1.22380
C -0.15980 3.66412 0.44451
N 0.32283 4.73963 1.01204
C -0.74259 3.61041 -0.88751
C -0.72476 4.68433 -1.77452
N -1.32976 4.61525 -2.94923
C -1.94099 3.47724 -3.25564
C -1.92795 2.38528 -2.39853
N -1.33171 2.45168 -1.20765
H 1.12853 4.92340 2.87766
H 0.70776 2.39921 3.20832
H -0.21743 5.60591 -1.51451
H -2.44883 3.42787 -4.21123
H -2.39485 1.44997 -2.67029
C 4.47666 -1.54422 2.36093
As 3.23454 -0.16518 2.84259
C 2.98367 -0.27471 4.74410
C 4.12087 1.51154 2.51514
S 1.39871 -0.46774 1.78962
H 5.40604 -1.38967 2.90893
H 4.66759 -1.50204 1.28969
H 4.04907 -2.51028 2.62266
H 3.96154 -0.32419 5.22300
H 2.41737 -1.17400 4.97806
H 2.45315 0.60451 5.10647
H 4.95620 1.59346 3.21050
H 3.43308 2.33860 2.67717
H 4.49918 1.54300 1.49598
```



No. 3
The following is a DFT calculation (the ωB97M-V functional and the def2-TZVPD basis) of 2 unconnected molecules or ions with the total composition C4H9NOS at a distorted geometry.

**Kohn-Sham gap**: 5.51 eV

```
16
C4H9NOS the ωB97M-V functional and the def2-TZVPD basis
O -0.76922 -2.74024 0.01934
C -0.16828 -2.15516 0.87602
N 0.14200 -0.82622 0.80959
C -0.24658 0.00485 -0.28788
C 0.00844 -0.37462 -1.60878
S -0.86324 2.53757 1.49037
C 0.78267 1.07931 -0.69061
H 0.17623 -2.58880 1.82594
H 0.33281 -0.25967 1.62771
H -1.20030 0.46507 -0.00506
H 0.80637 -1.07938 -1.80482
H -0.69319 -0.06976 -2.37267
H -1.40774 1.67676 2.36738
H 0.97125 1.71150 0.23477
H 1.75779 0.79460 -1.10396
H 0.37099 1.82421 -1.37735
```



No. 4
The following is a DFT calculation (the ωB97M-V functional and the def2-TZVPD basis) of 10 unconnected molecules or ions with the total composition C23H41BrCl18NO4S2 at a distorted geometry.

**Total charge**: -1
**Kohn-Sham gap**: 5.48 eV

```
90
C23H41BrCl18NO4S2 the ωB97M-V functional and the def2-TZVPD basis
C -2.57373 -3.46518 -1.62180
C -2.43549 -3.43455 -0.25724
C -1.42418 -2.56720 0.50072
O -1.73728 -2.23266 1.60359
O -0.19319 -2.20075 -0.00928
C -0.07147 -0.75807 -0.16168
C 0.39093 -0.02596 1.15918
C 1.39664 1.14076 0.89201
C 2.02234 1.80462 2.18707
C 1.36898 1.39103 3.54832
C 0.03327 2.15958 3.85170
N -0.44471 1.83775 5.20908
S -1.20262 0.29173 5.27398
C -1.31589 2.93743 5.74410
Br -2.08820 2.22259 7.46348
C -2.55451 3.27701 4.84431
S -2.26784 4.59660 3.59327
C -2.66562 3.84560 1.93940
C -2.01074 4.80183 0.87148
C -0.44651 4.17652 6.16861
O -0.89441 5.32101 6.30212
O 0.78786 3.93691 6.42202
H -3.58398 -3.24969 -2.05121
H -1.78012 -3.74218 -2.34599
H -3.12523 -4.08653 0.34985
H 0.66693 -0.56482 -0.98984
H -1.07064 -0.39397 -0.51954
H 0.84102 -0.77168 1.84639
H -0.52890 0.42865 1.59998
H 0.95091 1.96511 0.27644
H 2.25845 0.75236 0.28730
H 2.01075 2.92438 2.13836
H 3.10494 1.51118 2.22416
H 2.07439 1.73090 4.35370
H 1.25976 0.29303 3.69923
H -0.79109 1.85712 3.13983
H 0.18274 3.25549 3.74039
H -2.05935 0.29714 4.18724
H -3.34812 3.65821 5.52541
H -3.00321 2.35744 4.36937
H -3.76716 3.75592 1.78050
H -2.15514 2.85301 1.83327
H -1.04468 5.19905 1.26139
H -2.66333 5.69786 0.70664
H -1.83975 4.30169 -0.11223
C 0.93504 -5.46533 -3.21533
Cl 1.89630 -6.32438 -4.42851
Cl -0.63033 -4.97478 -3.86689
H 0.77341 -6.12148 -2.36506
H 1.47856 -4.57848 -2.89937
C -6.04497 1.58750 4.59179
Cl -5.66789 2.75353 5.85769
Cl -4.84164 1.58746 3.28578
H -6.07942 0.59496 5.03137
H -7.01321 1.83790 4.16852
C 3.04364 1.89080 -2.84166
Cl 2.66509 3.44761 -2.09812
Cl 1.83538 0.66916 -2.41772
H 3.06118 2.01105 -3.92102
H 4.01553 1.55998 -2.49101
C 6.78972 4.21738 -2.38614
Cl 5.72245 5.14511 -3.44771
Cl 6.33567 2.51086 -2.33058
H 7.80709 4.29434 -2.75806
H 6.73040 4.62924 -1.38288
C -0.03259 -9.59084 -5.01867
Cl 1.21818 -10.50520 -5.87152
Cl -0.94583 -10.62988 -3.91726
H 0.43959 -8.79740 -4.44433
H -0.71501 -9.16288 -5.74682
C 3.50908 8.44673 -2.37171
Cl 3.16313 6.71534 -2.36887
Cl 2.62925 9.28017 -3.66025
H 3.21182 8.86624 -1.41514
H 4.57487 8.59142 -2.52418
C -4.86938 -7.24308 0.49432
Cl -4.32433 -7.62706 2.13034
Cl -4.01785 -5.83385 -0.15485
H -4.67779 -8.09655 -0.14954
H -5.93402 -7.03000 0.51911
C 4.92365 -4.27836 -4.81579
Cl 4.13455 -2.76229 -4.36076
Cl 6.64794 -4.24470 -4.42605
H 4.45566 -5.09643 -4.27295
H 4.80657 -4.43030 -5.88463
C -1.02997 -1.26157 -5.00402
Cl -2.03279 -2.60345 -5.58675
Cl -0.34868 -1.59313 -3.41127
H -0.21684 -1.10352 -5.70634
H -1.64399 -0.36812 -4.94220
```



No. 5
The following is a DFT calculation (the ωB97M-V functional and the def2-TZVPD basis) of 2 unconnected molecules or ions with the total composition C21H26Cl2O2 at a distorted geometry.

**Kohn-Sham gap**: 6.29 eV

```
51
C21H26Cl2O2 the ωB97M-V functional and the def2-TZVPD basis
C 3.93710 1.17689 0.56760
C 3.02497 0.14726 1.41768
C 2.19816 0.66756 2.71755
C 2.89701 -1.21963 1.02603
C 2.46328 -1.54775 -0.50051
C 0.88018 -1.48132 -0.74234
C 0.32070 -0.08294 -1.29414
C 1.14327 0.33420 -2.64303
C 0.28368 1.09248 -0.20528
C -0.71958 2.31024 -0.60427
C -2.21775 1.76005 -0.67130
C -3.14116 2.33397 -1.78819
C -4.58315 1.75263 -1.87184
C -5.07299 0.64509 -0.90210
C -4.10982 0.13173 0.21618
C -2.66764 0.66758 0.35161
C -4.67594 -0.98424 1.19533
O -4.24938 -1.16138 2.36853
C -5.89063 -1.94133 0.74117
C -6.74157 -1.41502 -0.27624
C -6.52992 -0.01100 -0.98368
O -7.42588 0.60248 -1.63998
H 4.84957 1.53371 1.16135
H 4.22386 0.63289 -0.40922
H 3.33824 2.10705 0.25532
H 2.77788 0.41082 3.66634
H 1.98202 1.78996 2.61488
H 1.16332 0.15915 2.76622
H 3.13399 -2.05763 1.77005
H 2.76745 -2.65567 -0.65821
H 3.09896 -0.94753 -1.23200
H 0.61185 -2.28521 -1.51933
H 0.37622 -1.74889 0.25538
H -0.75124 -0.30061 -1.67748
H 1.35934 -0.66572 -3.17856
H 2.16206 0.77246 -2.37346
H 0.50935 0.98642 -3.32910
H 0.03545 0.64472 0.81875
H 1.33648 1.57211 -0.20857
H -0.38738 2.62286 -1.66831
H -0.58108 3.21437 0.09381
H -2.74761 3.13520 -2.50723
H -5.27339 2.16586 -2.67793
H -2.01632 0.24290 1.17943
H -6.05478 -2.97303 1.22114
H -7.63341 -2.05054 -0.61613
Cl 5.85873 -1.19646 3.27485
C 6.66591 -2.04015 1.94704
Cl 5.50497 -2.56879 0.72337
H 7.38435 -1.36532 1.48418
H 7.18224 -2.91247 2.34466
```